# 1
{"formula": "C12H43N17O9", "method": "ωB97M-V/def2-TZVPD", "symbols": ["O", "O", "O", "O", "O", "O", "O", "O", "O", "N", "N", "N", "N", "N", "N", "N", "N", "N", "N", "N", "N", "N", "N", "N", "N", "N", "C", "C", "C", "C", "C", "C", "C", "C", "C", "C", "C", "C", "H", "H", "H", "H", "H", "H", "H", "H", "H", "H", "H", "H", "H", "H", "H", "H", "H", "H", "H", "H", "H", "H", "H", "H", "H", "H", "H", "H", "H", "H", "H", "H", "H", "H", "H", "H", "H", "H", "H", "H", "H", "H", "H"], "positions_angstrom": [[-1.1942, -6.7899, 6.5698], [1.7203, 0.6793, 7.9883], [-5.9634, -1.9566, -4.7733], [0.2412, 9.4937, -5.4427], [-0.1048, 0.8996, -1.2293], [7.1840, 4.6390, 2.3110], [-0.9595, -6.5367, -6.9499], [6.0519, -3.4846, -5.4504], [-4.8104, 5.5671, 4.5675], [4.0254, -2.9929, -6.2189], [-0.0518, 9.1406, -3.2660], [4.4374, -4.9946, -5.4672], [-6.4279, 5.8320, 3.0792], [0.7199, -7.7004, 6.2924], [0.4366, -6.5603, 8.2118], [2.2383, -1.0223, 0.7126], [5.5750, 3.4914, 3.3150], [-1.7472, 9.2268, -4.5048], [-3.8466, -1.2257, -5.1737], [7.0341, 2.4353, 2.1132], [-0.8385, -7.8497, -8.7476], [-2.4121, -8.1327, -7.2920], [1.0965, 0.4279, 10.1353], [-5.8840, 7.5812, 4.0346], [-0.1413, 1.6587, 8.7213], [-5.0447, -0.2760, -3.6641], [-0.0999, -7.1011, 7.0555], [6.6186, 3.5808, 2.5052], [1.3369, -0.8747, -0.4650], [0.6561, 0.4630, -0.1179], [-5.5721, 6.3143, 3.9037], [-0.6695, 2.1643, -0.9468], [-1.4037, -7.4298, -7.6534], [0.3264, -2.0713, -0.5527], [4.8838, -3.7953, -5.6265], [-0.4443, 9.2128, -4.4823], [-5.0728, -1.1430, -4.5934], [0.9789, 0.8988, 8.8957], [0.4292, 0.6308, 10.8658], [-5.5517, 8.0667, 4.8555], [0.7308, -2.9844, -0.9896], [-1.5037, 1.9670, -0.2735], [-6.4705, 7.9979, 3.3257], [0.2726, -7.7897, 5.3913], [1.2600, 1.2890, 0.2578], [-2.6536, -8.0720, -6.3131], [0.0440, -7.5409, -9.1297], [-0.1000, -6.0171, 8.8730], [-1.4186, -8.3360, -9.4162], [4.9457, -5.5678, -4.8092], [-2.1631, 8.6835, -3.7619], [6.4938, 1.5828, 2.1515], [-0.3259, 2.1136, 7.8386], [1.7225, -0.8896, 1.5707], [0.9491, 9.2336, -3.1681], [1.7191, -7.7030, 6.4399], [5.0832, 4.3550, 3.4952], [0.0969, -2.4136, 0.4565], [-0.7876, 1.5730, 9.4926], [5.2188, 2.6082, 3.6514], [-0.5246, -1.8356, -1.1916], [-3.0132, -0.6899, -4.9775], [-5.8625, -0.1545, -3.0841], [0.0914, 2.8424, -0.5603], [4.2600, -2.0740, -6.5663], [-0.9902, 2.5854, -1.8997], [7.8976, 2.4463, 1.5894], [-6.7003, 6.5262, 2.3980], [-6.4650, 4.8236, 3.0366], [3.4283, -4.9846, -5.4242], [1.9705, 0.0297, 10.4476], [-0.6076, 9.3963, -2.4624], [-3.7818, -2.0322, -5.7783], [1.8502, -0.6864, -1.4080], [1.3222, -6.9431, 8.5105], [-4.1562, 0.1155, -3.3858], [-0.1076, 0.2632, 0.6338], [-2.9817, -8.6847, -7.9172], [3.1043, -3.3755, -6.0599], [2.5729, -1.9747, 0.6786], [-2.1700, 9.8504, -5.1775]], "lowdin_charge": [0.00, 0.05, 0.03, 0.05, -0.21, 0.03, 0.02, 0.02, 0.00, 0.16, 0.15, 0.16, 0.14, 0.15, 0.15, 0.01, 0.15, 0.14, 0.14, 0.17, 0.16, 0.16, 0.15, 0.15, 0.14, 0.16, -0.74, -0.80, -0.38, -0.24, -0.75, -0.11, -0.81, -0.05, -0.80, -0.82, -0.77, -0.75, 0.10, 0.12, 0.06, 0.09, 0.11, 0.13, 0.12, 0.13, 0.12, 0.10, 0.11, 0.13, 0.11, 0.12, 0.11, 0.06, 0.12, 0.12, 0.11, 0.07, 0.09, 0.10, 0.07, 0.10, 0.13, 0.09, 0.12, 0.09, 0.12, 0.11, 0.13, 0.10, 0.11, 0.12, 0.11, 0.13, 0.09, 0.11, 0.12, 0.12, 0.10, 0.06, 0.12], "max_force_ev_per_a": 6.634, "e_above_lowest_kj_mol": 794.33, "smiles": "COC[C@H](C)N.NC(N)=O.NC(N)=O.NC(N)=O.NC(N)=O.NC(N)=O.NC(N)=O.NC(N)=O.NC(N)=O", "homo_lumo_gap_ha": 0.358}

# 2
{"formula": "C12H43N17O9", "method": "ωB97M-V/def2-TZVPD", "symbols": ["O", "O", "O", "O", "O", "O", "O", "O", "O", "N", "N", "N", "N", "N", "N", "N", "N", "N", "N", "N", "N", "N", "N", "N", "N", "N", "C", "C", "C", "C", "C", "C", "C", "C", "C", "C", "C", "C", "H", "H", "H", "H", "H", "H", "H", "H", "H", "H", "H", "H", "H", "H", "H", "H", "H", "H", "H", "H", "H", "H", "H", "H", "H", "H", "H", "H", "H", "H", "H", "H", "H", "H", "H", "H", "H", "H", "H", "H", "H", "H", "H"], "positions_angstrom": [[1.5849, -3.1297, 2.0094], [-2.2189, 1.8524, -0.0179], [-0.5628, 6.3164, -0.8472], [2.3407, -2.6196, -2.2732], [-1.3410, -2.7392, 0.4922], [0.3786, -0.1124, -3.6381], [1.5810, 1.7451, 0.1488], [-1.4747, 4.8964, 2.7059], [5.4359, 0.6359, 4.5315], [-0.6116, 4.1224, -0.4289], [0.9543, -4.6950, 0.6003], [2.1055, -0.4118, 0.5900], [3.6513, -0.0142, 3.3628], [-3.9792, 2.0715, 1.2353], [-0.6739, 2.7942, 2.4946], [-2.4640, 5.1995, -0.5669], [4.2230, -3.6832, -2.7178], [1.4008, -5.2805, 2.6316], [-2.5415, -1.1628, -4.5087], [5.5028, -0.9641, 3.0447], [-0.1349, 4.0024, 4.1928], [-2.0624, -3.9852, 2.1273], [-4.3324, 2.0705, -0.8274], [3.7312, -3.2542, -0.6619], [0.0176, 0.0795, 0.4406], [-2.8789, -2.0268, 1.8769], [1.2918, 0.5939, 0.4028], [-0.8998, 0.2753, -3.2367], [-3.4317, 1.9027, 0.1220], [4.8968, 0.0525, 3.6087], [-0.7992, 3.9692, 3.0690], [-1.8868, 0.1520, -4.4863], [-1.1980, 5.3208, -0.5164], [3.3712, -3.1759, -1.8809], [-2.9502, 1.1484, -4.6105], [1.2843, 1.0056, -3.7060], [1.3735, -4.2839, 1.7582], [-2.0944, -2.9092, 1.3735], [4.2843, -3.5533, -3.7175], [3.0573, 0.6960, 3.7663], [2.0649, -5.0964, 3.3700], [4.6561, -3.6217, -0.4903], [-3.0503, -1.1265, -3.6370], [-2.7148, -4.0788, 2.8926], [-2.6191, 2.1081, -4.2137], [0.7752, -5.6890, 0.5967], [-0.4400, 4.8119, 4.7140], [2.2984, 0.7033, -3.9676], [6.3054, -1.3792, 3.4959], [-1.2518, 3.3418, -0.3980], [5.0178, -1.4573, 2.3088], [-0.3091, -0.8740, 0.5064], [-3.5531, 2.3413, 2.1103], [-1.2499, 0.0449, -5.3644], [0.0679, 2.2144, 2.8602], [-4.0931, 1.9929, -1.8055], [-2.9476, 6.0705, -0.7331], [-0.6178, 0.8228, 0.1880], [-0.9530, 1.2847, -2.8288], [-2.9480, 4.5328, 0.0175], [1.2727, -6.2090, 2.2555], [3.1044, -0.2773, 0.6550], [-2.8209, -1.0492, 1.6301], [-1.7079, -4.8307, 1.7036], [0.3796, 4.1997, -0.6066], [0.9472, -4.1009, -0.2165], [-4.9336, 2.3905, 1.1494], [4.9443, -4.1624, -2.1980], [0.8573, 1.7559, -4.3715], [0.2752, 3.2145, 4.6738], [-0.9430, 2.7739, 1.5213], [1.5377, 1.3819, -2.7149], [-1.9698, -1.9861, -4.3843], [-3.8621, 0.8667, -4.0841], [-1.2971, -0.4138, -2.4915], [-3.2569, 1.3083, -5.6442], [-5.2890, 2.2468, -0.5554], [3.1426, -0.5700, 2.6901], [3.1530, -2.8858, 0.0798], [1.6090, -1.2843, 0.7016], [-3.5111, -2.2166, 2.6414]], "mulliken_spin": [0.00, 0.00, 0.00, 0.00, 0.00, 0.41, 0.00, 0.00, 0.00, 0.00, 0.00, 0.00, 0.00, 0.00, 0.00, 0.00, 0.00, 0.00, 0.30, 0.00, 0.00, 0.00, 0.00, 0.00, 0.00, 0.00, 0.00, 0.11, 0.00, 0.00, 0.00, 0.10, 0.00, 0.00, 0.03, 0.00, 0.00, 0.00, 0.00, 0.00, 0.00, 0.00, 0.00, 0.00, 0.00, 0.00, 0.00, 0.00, 0.00, 0.00, 0.00, 0.00, 0.00, -0.01, 0.00, 0.00, 0.00, 0.00, 0.00, 0.00, 0.00, 0.00, 0.00, 0.00, 0.00, 0.00, 0.00, 0.00, 0.02, 0.00, 0.00, 0.01, 0.00, 0.00, 0.02, 0.01, 0.00, 0.00, 0.00, 0.00, 0.00], "multiplicity": 2, "total_charge": 1, "max_force_ev_per_a": 7.908, "e_above_lowest_kj_mol": 210.75, "s_squared": 0.756, "homo_lumo_gap_ha": [0.305, 0.100]}